C3H12NO2 | wB97M-V/def2-TZVPD

Properties
charge	+1
energy above the lowest of the compared OMol25 structures with the same formula, charge and spin	64.7	kJ/mol
Kohn-Sham gap	11.816	eV

Element x y z (Å)
C  -0.786509  -0.424447  0.322287
C  0.259755  -1.244919  -0.380732
C  0.522531  -2.641559  0.144685
O  0.040620  -1.117411  -1.788916
N  -0.612856  1.055205  -0.162536
H  -1.790710  -0.644246  -0.024827
H  -0.754479  -0.377715  1.400055
H  1.225002  -0.718864  -0.301894
H  0.798768  -2.621486  1.189831
H  1.415356  -2.999429  -0.350946
H  -0.285976  -3.350963  0.014392
H  -0.289435  -1.946855  -2.154311
H  0.318376  1.142778  -0.579021
H  -0.811895  1.686441  0.616769
H  -1.238214  1.148966  -0.957756
H  0.041671  3.835862  2.320662
H  0.968102  4.305230  1.226718
O  0.545041  3.497738  1.563246

Cartesian forces, eV/Å:
-0.381 1.235 -0.533
1.183 0.278 -0.416
0.079 0.145 -0.195
-0.439 -0.357 0.186
-0.070 -1.745 -0.153
-0.099 -0.510 0.241
0.241 -0.300 0.232
-0.137 0.027 0.602
-0.164 0.173 0.384
0.046 -0.283 -0.323
-0.254 -0.027 -0.121
-0.040 0.037 -0.020
0.086 0.485 0.591
0.387 0.503 -0.512
-0.277 0.522 0.100
0.168 -0.224 -0.125
-0.039 -0.415 -0.032
-0.292 0.456 0.094

Partial atomic charges computed with the Mulliken method, in multiples of e: -0.482 0.300 -1.555 -0.518 -0.278 0.286 0.369 0.294 0.403 0.405 0.419 0.346 0.313 0.318 0.369 0.333 0.332 -0.654